11
Properties=species:S:1:pos:R:3 method="wB97M-V/def2-TZVPD" e_tot_ha=-736.629030 lumo_ev=0.58 e_homo_ev=-9.1 de_lowest_ev=4.786 spin_multiplicity=1 homo_lumo_gap_ev=9.64 largest_force_ha_per_bohr=0.19993
O 1.404 -0.694 1.197
C 1.339 -1.050 -0.023
O 0.985 -0.455 -1.145
N 0.593 0.768 -0.608
C -0.513 1.184 0.190
N -1.562 0.706 0.331
S -1.906 -0.964 -0.208
H 1.547 -2.074 -0.211
H 1.534 1.374 -0.565
H -0.361 2.303 0.483
H -3.060 -1.099 0.560



172
Properties=species:S:1:pos:R:3 method="wB97M-V/def2-TZVPD" e_tot_ha=-5236.974010 lumo_ev=1.71 total_charge=-1 e_homo_ev=-3.1 spin_multiplicity=1 homo_lumo_gap_ev=4.76 largest_force_ha_per_bohr=0.13284
K 2.438 -0.164 2.370
K 0.256 -3.247 1.468
Cd -1.649 1.434 -1.708
S 3.440 -3.325 3.413
O 2.696 -3.251 2.173
O 3.661 -1.977 3.899
O 2.848 -4.224 4.396
O 4.687 -4.055 3.310
S -0.706 -0.388 -0.073
O -1.756 0.625 0.082
O 0.346 -0.505 0.876
O -1.278 -1.692 -0.349
O -0.190 0.192 -1.298
B -1.395 3.689 -1.547
F -0.245 3.030 -1.086
F -1.263 5.064 -1.437
F -1.465 3.248 -2.893
F -2.469 3.198 -0.971
C -7.350 4.606 2.967
C -6.648 3.911 1.763
N -5.784 2.824 2.203
C -4.545 3.179 2.895
C -3.536 4.015 2.166
C -5.641 1.853 1.135
C -4.746 0.651 1.337
H -6.738 5.362 3.458
H -7.745 3.877 3.674
H -8.257 5.103 2.623
H -7.452 3.518 1.139
H -6.078 4.557 1.096
H -4.759 3.804 3.762
H -4.262 2.219 3.327
H -2.515 3.928 2.537
H -3.534 3.692 1.125
H -3.691 5.089 2.270
H -5.347 2.455 0.276
H -6.644 1.518 0.868
H -3.786 0.978 1.737
H -4.507 0.199 0.374
H -5.254 -0.054 1.995
C -4.240 -1.793 -3.249
C -3.450 -0.645 -2.521
N -2.796 0.403 -3.315
C -3.835 1.244 -4.115
C -4.587 2.106 -3.142
C -1.743 -0.230 -4.191
C -0.873 0.798 -4.854
H -3.562 -2.553 -3.638
H -4.811 -1.430 -4.104
H -4.962 -2.334 -2.638
H -4.267 -0.240 -1.924
H -2.717 -1.049 -1.823
H -3.287 1.911 -4.780
H -4.549 0.641 -4.675
H -5.141 2.787 -3.788
H -5.412 1.695 -2.561
H -3.938 2.757 -2.555
H -2.217 -0.808 -4.984
H -1.118 -0.891 -3.591
H -1.380 1.601 -5.390
H -0.145 0.406 -5.564
H -0.315 1.338 -4.089
C -1.199 0.802 4.315
C -0.584 2.114 3.888
N 0.871 2.109 3.710
C 1.444 3.388 3.324
C 1.204 3.593 1.821
C 1.590 1.667 4.926
C 1.617 2.820 6.041
H -0.775 0.370 5.221
H -1.250 -0.008 3.588
H -2.202 1.008 4.690
H -1.072 2.346 2.941
H -0.901 2.911 4.560
H 1.025 4.301 3.748
H 2.494 3.597 3.530
H 1.741 2.847 1.235
H 0.186 3.679 1.441
H 1.627 4.547 1.505
H 2.626 1.485 4.638
H 1.307 0.675 5.277
H 2.222 2.534 6.901
H 0.655 3.132 6.448
H 2.199 3.664 5.670
C 0.139 -2.799 5.027
C -0.629 -4.103 4.768
N -1.695 -4.017 3.754
C -2.637 -2.865 3.993
C -3.661 -2.740 2.811
C -2.529 -5.229 3.867
C -1.791 -6.558 3.530
H 0.938 -3.014 5.736
H -0.509 -2.100 5.556
H 0.603 -2.329 4.160
H 0.090 -4.903 4.587
H -1.130 -4.302 5.715
H -3.063 -2.803 4.994
H -2.166 -1.883 3.948
H -3.086 -2.636 1.890
H -4.370 -3.567 2.768
H -4.246 -1.820 2.840
H -3.347 -5.263 3.147
H -2.878 -5.299 4.897
H -1.546 -6.566 2.468
H -2.657 -7.220 3.522
H -0.944 -6.763 4.184
C 6.695 -0.213 1.362
C 5.530 -0.314 0.371
N 4.603 0.888 0.339
C 5.115 2.241 0.502
C 6.169 2.648 -0.596
C 3.576 0.814 -0.775
C 3.265 -0.587 -1.358
H 7.314 -1.110 1.350
H 6.280 -0.159 2.368
H 7.331 0.655 1.192
H 5.891 -0.444 -0.650
H 5.021 -1.258 0.565
H 4.287 2.948 0.564
H 5.603 2.380 1.467
H 6.496 3.685 -0.521
H 7.123 2.128 -0.515
H 5.822 2.541 -1.624
H 3.920 1.444 -1.595
H 2.625 1.180 -0.387
H 3.172 -1.360 -0.595
H 3.987 -0.941 -2.094
H 2.307 -0.664 -1.873
C -2.612 -5.091 -0.091
C -1.497 -4.875 -1.146
N -0.123 -5.216 -0.760
C 0.886 -4.952 -1.742
C 1.116 -3.424 -1.988
C -0.038 -6.538 -0.179
C 1.158 -6.750 0.758
H -2.252 -4.662 0.844
H -2.806 -6.119 0.212
H -3.634 -4.732 -0.213
H -1.876 -5.597 -1.870
H -1.590 -3.865 -1.544
H 1.867 -5.400 -1.582
H 0.637 -5.413 -2.698
H 1.650 -3.318 -2.932
H 0.188 -2.853 -1.975
H 1.763 -3.054 -1.192
H -0.002 -7.301 -0.957
H -1.009 -6.756 0.266
H 0.988 -7.743 1.173
H 1.183 -5.960 1.509
H 2.100 -6.697 0.213
C 4.143 5.002 -4.635
C 4.840 4.294 -5.852
N 4.326 2.921 -6.077
C 4.644 2.104 -4.890
C 3.855 0.751 -5.020
C 4.915 2.352 -7.307
C 4.513 3.072 -8.577
H 4.587 4.662 -3.700
H 3.103 4.687 -4.551
H 4.156 6.088 -4.732
H 4.481 4.934 -6.659
H 5.916 4.466 -5.870
H 5.697 1.824 -4.877
H 4.501 2.617 -3.939
H 4.042 0.245 -4.072
H 2.798 0.949 -5.196
H 4.164 0.059 -5.803
H 4.462 1.373 -7.462
H 6.003 2.341 -7.247
H 5.026 2.633 -9.433
H 4.647 4.150 -8.489
H 3.452 2.835 -8.654



62
Properties=species:S:1:pos:R:3 method="wB97M-V/def2-TZVPD" e_tot_ha=-5924.285986 lumo_ev=1.74 total_charge=-1 e_homo_ev=-5.9 de_lowest_ev=0.427 spin_multiplicity=1 homo_lumo_gap_ev=7.62 largest_force_ha_per_bohr=0.01097
Hf 0.588 0.413 -0.776
Br 2.399 6.588 3.333
C 2.245 4.949 2.385
C 3.317 4.498 1.610
C 3.227 3.310 0.925
C 2.052 2.535 0.984
O 1.976 1.395 0.372
C 0.971 3.013 1.757
C -0.260 2.274 1.856
N -0.586 1.239 1.171
C -1.885 0.711 1.384
C -3.018 1.463 1.256
C -4.287 0.860 1.382
C -4.408 -0.480 1.615
C -3.251 -1.285 1.737
C -3.283 -2.681 1.949
C -2.111 -3.374 2.039
C -0.890 -2.672 1.918
N -0.820 -1.384 1.722
C -1.977 -0.686 1.629
C 1.087 4.219 2.463
H 4.219 5.093 1.550
H 4.043 2.947 0.314
H -0.981 2.654 2.585
H -2.939 2.510 0.986
H -5.170 1.473 1.257
H -5.383 -0.947 1.688
H -4.240 -3.184 2.029
H -2.098 -4.445 2.192
H 0.054 -3.206 1.966
H 0.255 4.572 3.060
S 2.617 -3.820 0.228
C 3.604 -2.609 0.936
C 3.140 -1.358 0.667
C 1.906 -1.331 -0.057
C 1.509 -2.612 -0.324
C 0.251 -2.900 -0.987
C -0.154 -4.172 -1.392
C -1.375 -4.319 -2.019
C -2.162 -3.200 -2.240
C -1.687 -1.968 -1.823
N -0.518 -1.818 -1.206
H 4.504 -2.886 1.463
H 3.654 -0.462 0.986
H 0.497 -5.019 -1.222
H -1.706 -5.298 -2.345
H -3.120 -3.265 -2.735
H -2.246 -1.057 -1.982
O -0.730 3.178 -1.188
P -1.599 2.151 -2.103
O -2.948 2.663 -2.335
O -1.442 0.799 -1.371
O -0.721 1.981 -3.440
P 0.814 1.353 -3.445
O 0.679 -0.122 -2.939
O 1.437 1.609 -4.741
O 1.397 1.959 -2.126
H 0.160 3.281 -1.569
H 2.279 -0.878 -3.226
S 5.611 -0.322 -1.985
C 4.237 -0.764 -2.641
N 3.265 -1.169 -3.182